68
Properties=species:S:1:pos:R:3:forces:R:3:mulliken_charge:R:1 method="wB97M-V/def2-TZVPD" fmax_ev_per_a=4.84 total_charge=+1 homo_ev=-10.67 homo_lumo_gap_ev=5.8593
C 9.230368 -1.002392 -0.680209 -0.213 0.961 0.234 -0.808
C 8.592562 0.500087 -0.881237 0.803 0.709 0.173 -0.325
S 6.771003 0.271626 -1.330370 0.557 1.408 0.695 -0.116
C 5.988761 1.934183 -0.942001 -1.402 1.111 0.016 -0.799
C 5.047540 1.938039 0.419338 -0.883 -0.490 3.115 0.439
N 3.654757 2.530351 0.305667 1.462 -1.398 3.654 -0.018
C 2.655752 2.630575 1.474445 2.411 -1.492 0.941 -0.012
C 1.183206 3.266181 1.098049 0.413 0.758 1.275 -0.751
O 0.121244 2.363682 1.569282 0.950 -0.830 -3.151 -0.297
C -0.255162 1.362910 0.558884 -2.277 -3.130 -2.883 0.381
C 0.762459 0.431033 -0.326376 -2.897 -0.430 -0.435 -0.069
C 0.253708 -0.722136 -1.425894 -3.035 2.360 2.449 -0.504
C -1.356170 -0.961583 -1.627976 2.468 2.895 2.682 -0.294
C -2.379191 -0.020167 -0.753662 3.458 0.344 0.658 -0.237
C -1.883517 1.124331 0.329160 2.453 -2.487 -2.306 -0.398
C 3.026859 2.094597 2.978602 1.987 -0.090 -2.676 0.165
C 2.014546 2.143983 4.269589 0.056 0.376 0.915 -0.596
N 1.840878 0.793711 4.972511 1.402 0.709 -0.506 -0.553
C 4.513237 1.437380 3.210424 1.026 0.473 -4.134 0.531
S 5.191284 0.764714 4.826393 -0.571 0.496 -1.576 -0.181
C 5.533974 1.337001 1.891620 -3.844 2.464 -1.614 -0.154
O 6.880057 0.717442 2.001219 -2.942 2.828 0.453 -0.173
N 6.796838 -0.628216 2.018168 -3.312 -2.622 -2.122 0.216
O 5.743637 -1.029303 1.545978 3.302 0.601 1.861 -0.247
H 10.189989 -1.078177 -1.363684 -2.056 -0.114 1.614 0.284
H 8.403165 -1.770830 -0.988263 1.869 1.193 0.608 0.270
H 9.485577 -1.100120 0.480625 -0.449 -0.100 -2.757 0.218
H 8.668038 1.126928 0.111956 -0.179 -1.268 -2.032 0.195
H 9.112662 1.111517 -1.752425 -1.085 -1.395 1.871 0.383
H 5.241386 2.162841 -1.844375 1.601 -0.435 1.991 0.263
H 6.759184 2.829896 -0.902931 -1.527 -1.973 0.101 0.401
H 3.365189 2.886282 -0.653684 0.408 -0.629 1.804 0.407
H 1.075951 4.264740 1.743163 0.243 -2.286 -1.298 0.331
H 1.062458 3.591832 -0.020007 0.436 -1.044 1.978 0.339
H 1.924018 0.537155 -0.218046 -2.531 -0.169 -0.086 0.213
H 1.092752 -1.352875 -1.994069 -2.184 1.589 1.416 0.277
H -1.686161 -1.807040 -2.384296 0.446 2.110 1.820 0.250
H -3.532647 -0.197653 -0.876820 2.516 0.464 0.260 0.285
H -2.718236 1.724866 0.916823 2.173 -1.343 -1.316 0.295
H 0.937647 2.541189 4.042020 2.312 -0.671 -0.230 0.230
H 2.463538 2.872981 5.098884 -0.741 -1.318 -2.084 0.340
H 2.205198 0.006139 4.384450 -0.505 1.024 0.955 0.282
H 2.315232 0.806013 5.915459 -0.586 -0.177 -1.718 0.300
H 6.485609 0.197560 4.606321 -1.616 1.002 -0.653 0.234
C -8.070066 1.129855 -0.486581 0.071 -0.117 0.082 -0.461
C -8.961912 0.123397 -0.117228 0.158 -0.007 0.027 -0.419
C -8.524056 -0.944918 0.664945 0.146 0.123 -0.034 -0.378
C -7.195275 -1.001636 1.086417 -0.065 0.086 -0.100 -0.573
C -6.304354 0.006828 0.720158 -0.164 0.007 -0.101 -0.185
C -6.740034 1.070353 -0.069806 -0.132 -0.149 0.043 -0.226
H -8.410865 1.960523 -1.099027 0.050 -0.127 0.095 0.368
H -9.998951 0.171229 -0.439949 0.172 -0.010 0.047 0.379
H -9.217601 -1.732432 0.946958 0.103 0.121 -0.031 0.377
H -6.855041 -1.831570 1.700064 -0.051 0.119 -0.088 0.369
H -5.269260 -0.036692 1.050061 -0.129 -0.011 -0.006 0.385
H -6.044356 1.852957 -0.359546 -0.094 -0.073 0.030 0.354
C -4.384420 -4.415049 -4.509665 -0.095 0.104 0.081 -0.466
C -3.799231 -4.016514 -3.308211 -0.139 0.093 -0.048 -0.443
C -4.511400 -3.214341 -2.417063 -0.110 -0.032 -0.204 -0.396
C -5.813723 -2.818517 -2.723323 0.091 -0.065 -0.089 -0.219
C -6.400230 -3.220213 -3.923129 0.159 -0.037 0.032 -0.543
C -5.684645 -4.014707 -4.818485 0.104 0.039 0.180 -0.312
H -3.827840 -5.037395 -5.205471 -0.087 0.088 0.107 0.355
H -2.786920 -4.330693 -3.066539 -0.131 0.008 -0.032 0.397
H -4.052724 -2.898422 -1.484045 -0.067 -0.067 -0.062 0.516
H -6.370647 -2.197436 -2.026756 0.057 -0.069 -0.071 0.396
H -7.415730 -2.913003 -4.160897 0.169 -0.045 0.043 0.367
H -6.139897 -4.322881 -5.755587 0.064 0.034 0.137 0.362

***

13
Properties=species:S:1:pos:R:3:forces:R:3:mulliken_charge:R:1 method="wB97M-V/def2-TZVPD" fmax_ev_per_a=1.06 relative_energy_ev=0.865 smiles="C=CC.N" homo_ev=-9.66 homo_lumo_gap_ev=10.9250
C -1.130671 0.084567 2.288612 -0.445 -0.007 -0.587 -0.729
C -0.506656 -1.039693 2.594807 0.811 0.065 0.342 0.128
C 1.004165 -1.112289 2.682821 -0.796 -0.075 0.700 -0.973
H -2.210928 0.153382 2.228727 0.028 -0.047 0.170 0.251
H -0.587998 0.966893 1.956836 0.044 -0.101 0.179 0.208
H -1.034120 -1.936427 2.906929 -0.204 0.127 -0.119 0.286
H 1.273001 -1.056083 3.746531 0.095 0.155 -0.156 0.231
H 1.384085 -2.077679 2.364188 0.145 0.045 -0.444 0.291
H 1.431535 -0.263169 2.157961 0.323 -0.162 -0.085 0.306
N 0.318198 1.544681 -5.742150 0.419 -0.032 -0.334 -0.631
H -0.014078 0.764082 -5.191473 -0.126 0.433 0.145 0.211
H 0.172671 2.460233 -5.334157 -0.211 -0.423 0.174 0.210
H -0.099203 1.511502 -6.659628 -0.083 0.022 0.015 0.209